Record 1
Formula: C45H41N7O15
Source: OMol25
Level of theory: ωB97M-V with the def2-TZVPD basis set

Geometry as XYZ:
```
108
Properties=species:S:1:pos:R:3
C -6.3430 -0.2409 -4.4182
C -6.6088 -1.1063 -3.3464
C -7.8668 -1.6339 -3.2246
C -8.9048 -1.2664 -4.0847
C -8.6423 -0.4196 -5.1440
C -7.3845 0.1527 -5.2911
N -10.2611 -1.7937 -3.9157
O -10.4981 -2.5777 -3.0481
O -11.1578 -1.4666 -4.6928
H -5.3163 0.0573 -4.5716
H -5.8709 -1.5078 -2.6677
H -8.0466 -2.4264 -2.5133
H -9.4256 -0.2803 -5.8744
H -7.2134 0.8703 -6.0799
C -3.5731 -4.2275 -0.1218
C -2.8105 -3.0641 -0.1166
C -1.5251 -3.0722 -0.7906
C -1.1257 -4.2162 -1.5404
C -1.9705 -5.3520 -1.5537
C -3.1698 -5.3775 -0.8387
N 0.2066 -4.1079 -2.2430
O 0.9363 -3.1397 -1.9459
O 0.4905 -5.0220 -3.0470
H -4.5308 -4.3681 0.3572
H -3.0932 -2.2317 0.5108
H -0.8261 -2.2499 -0.7513
H -1.7724 -6.2042 -2.1869
H -3.8724 -6.1858 -0.9775
C 1.1291 0.7952 -0.4763
C 0.2726 0.8908 0.6272
C -1.1231 0.8204 0.4433
C -1.6185 0.5929 -0.8164
C -0.7843 0.4726 -1.9230
C 0.5802 0.6201 -1.7593
N -3.1063 0.4984 -1.0147
O -3.8128 0.4119 -0.0308
O -3.5260 0.2841 -2.1637
H 2.1870 0.9242 -0.3013
H 0.6880 1.2852 1.5428
H -1.7400 1.0509 1.2993
H -1.1773 0.1996 -2.8912
H 1.2258 0.4607 -2.6103
C 2.1890 5.0765 6.4310
C 1.2094 5.4796 5.5549
C 1.2122 4.9408 4.2838
C 2.1928 3.9591 3.9014
C 3.2008 3.6200 4.8403
C 3.1936 4.1760 6.0819
N 2.1658 3.3841 2.5262
O 1.2570 3.7059 1.7323
O 2.9381 2.4693 2.2667
H 2.1884 5.5341 7.4093
H 0.4770 6.1852 5.9182
H 0.4559 5.2353 3.5713
H 4.0085 2.9221 4.6763
H 3.8952 4.0294 6.8897
C -1.2860 2.1273 4.5394
C -2.6279 2.3989 4.3485
C -3.4449 1.3273 3.9564
C -2.8991 0.0405 3.7312
C -1.5209 -0.1524 3.8498
C -0.6910 0.8991 4.2603
N -3.7818 -1.0727 3.3832
O -3.4310 -2.2255 3.4162
O -4.9185 -0.7709 3.0655
H -0.6747 2.8996 4.9822
H -3.0155 3.3893 4.5363
H -4.5048 1.5213 3.8828
H -1.1026 -1.1164 3.6004
H 0.3430 0.7775 4.5476
C 2.9854 -2.6812 0.7531
C 4.2648 -2.5621 1.2533
C 4.4419 -1.7186 2.4299
C 3.3340 -1.0458 2.9783
C 2.0623 -1.1547 2.4137
C 1.9064 -2.0724 1.3602
N 3.6043 -0.0616 4.1064
O 2.6812 0.3120 4.8524
O 4.7632 0.3087 4.2814
H 2.7913 -3.3548 -0.0684
H 5.0669 -3.1967 0.9063
H 5.4189 -1.7557 2.8888
H 1.1915 -0.6636 2.8223
H 0.9074 -2.2296 0.9812
C 2.0044 0.1146 -5.2762
C 3.0155 0.8590 -4.6957
C 3.9438 0.2832 -3.8431
C 3.8593 -1.0810 -3.5051
C 2.8606 -1.8475 -4.1068
C 1.9453 -1.2578 -4.9923
N 4.8642 -1.6774 -2.5657
O 5.6591 -0.9232 -2.0700
O 4.8707 -2.8947 -2.4003
H 1.3260 0.5449 -5.9980
H 3.1563 1.9050 -4.9246
H 4.6506 0.9054 -3.3144
H 2.7023 -2.8763 -3.8187
H 1.1739 -1.8579 -5.4518
C 5.1330 2.1460 -0.7782
C 6.0470 2.7925 -1.7594
O 5.6252 3.4059 -2.6872
C 7.5028 2.5155 -1.5232
H 4.1748 2.6603 -0.8531
H 5.5469 2.1665 0.2299
H 4.8975 1.1411 -1.1285
H 7.7559 2.7707 -0.4942
H 8.1036 3.0096 -2.2868
H 7.7159 1.4624 -1.7063
```

Orbital gap (spin up / spin down), Ha: 0.098 / 0.233
2S+1: 2
Highest occupied orbital energy (spin up / spin down), eV: -2.1 / -5.8
Expectation value of S²: 0.767
Charge: -1

***

Record 2
Formula: C45H42AsBBaN8O9P2S3
Source: OMol25
Level of theory: ωB97M-V with the def2-TZVPD basis set

Geometry as XYZ:
```
112
Properties=species:S:1:pos:R:3
Ba -0.5968 -1.2575 -0.1234
C 4.2463 0.0666 1.2870
C 3.6263 -0.3830 0.1117
N 2.8903 -1.4616 0.3283
N 3.0143 -1.7343 1.6474
C 3.8219 -0.8388 2.2374
B 2.3049 -2.9394 2.3588
N 1.0837 -2.4417 3.1824
C 0.8265 -2.6407 4.4883
C -0.3490 -1.9852 4.8079
C -0.7329 -1.3865 3.5982
N 0.1318 -1.6697 2.6422
N 1.9365 -3.9973 1.3250
C 2.5738 -5.1621 1.0980
C 1.9895 -5.7735 0.0115
C 0.9806 -4.8729 -0.3742
N 0.9640 -3.8151 0.4129
H 4.9059 0.9080 1.4198
H 3.6843 0.0249 -0.8868
H 4.0436 -0.9257 3.2891
H 3.0708 -3.4371 3.1549
H 1.4957 -3.2479 5.0762
H -0.8551 -1.9458 5.7568
H -1.6131 -0.8045 3.3625
H 3.3873 -5.4601 1.7391
H 2.2567 -6.7081 -0.4502
H 0.2765 -4.9393 -1.1892
O -4.0212 -1.1398 -0.8508
P -3.8288 -0.3219 0.5588
O -4.9529 0.5754 0.8675
O -2.4202 0.2117 0.5020
O -3.7544 -1.5937 1.6625
P -3.3747 -3.1532 1.2605
O -2.5818 -3.6561 2.5686
O -4.5654 -4.0011 1.0570
O -2.3442 -2.9590 0.1630
H -3.4434 -1.9195 -0.6600
H -3.1030 -4.3376 2.9902
N -2.8868 1.3879 -2.4600
C -1.7647 2.1687 -2.4366
C -1.8016 3.5083 -2.8684
C -0.6218 4.2227 -2.8890
C 0.5620 3.6062 -2.4971
C 0.4872 2.2874 -2.0760
N -0.6351 1.5853 -2.0281
H -3.7710 1.8569 -2.3540
H -2.8282 0.5114 -1.9534
H -2.7410 3.9503 -3.1757
H -0.6224 5.2573 -3.2133
H 1.5069 4.1315 -2.4923
H 1.3746 1.7664 -1.7309
O -0.2764 -1.7981 -2.3910
C -0.0670 -2.0940 -3.6846
C 1.1752 -2.9963 -3.8030
C 2.2178 -2.9793 -2.9261
C 3.2454 -3.8991 -3.2673
C 2.9634 -4.6028 -4.3987
S 1.4424 -4.1561 -5.0457
C 0.1708 -0.8136 -4.4958
C -0.7680 0.0991 -4.8794
C -0.2108 1.2685 -5.4562
C 1.1498 1.2216 -5.5062
S 1.7497 -0.2396 -4.8512
C -1.2774 -2.8444 -4.2582
C -2.1396 -3.5787 -3.4990
C -3.1452 -4.2196 -4.2683
C -3.0303 -3.9615 -5.6017
S -1.7088 -2.9220 -5.9190
H 2.2297 -2.3750 -2.0303
H 4.1382 -4.0404 -2.6757
H 3.5612 -5.3709 -4.8621
H -1.8237 -0.0506 -4.7067
H -0.7930 2.1116 -5.8008
H 1.8199 1.9750 -5.8882
H -2.0620 -3.6320 -2.4223
H -3.9306 -4.8273 -3.8422
H -3.6713 -4.3072 -6.3967
O 0.5762 0.8776 0.8554
As 0.0561 2.1675 1.7400
C 1.0380 3.6873 1.0708
C 2.3391 3.4153 0.6600
C 3.1469 4.4471 0.2113
C 2.6600 5.7484 0.1674
C 1.3674 6.0170 0.5864
C 0.5566 4.9860 1.0466
C 0.7209 2.0938 3.5397
C 1.5319 1.0082 3.8349
C 2.1292 0.9244 5.0887
C 1.9146 1.9233 6.0243
C 1.1161 3.0178 5.7114
C 0.5198 3.1079 4.4649
C -1.7709 2.7061 1.8338
C -2.4942 2.4625 2.9905
C -3.8066 2.9037 3.0782
C -4.3827 3.5764 2.0146
C -3.6538 3.8071 0.8576
C -2.3435 3.3720 0.7621
H 2.7052 2.3939 0.6782
H 4.1572 4.2313 -0.1147
H 3.2909 6.5506 -0.1958
H 0.9814 7.0287 0.5519
H -0.4540 5.2028 1.3749
H 1.6815 0.2413 3.0857
H 2.7472 0.0677 5.3258
H 2.3679 1.8503 7.0058
H 0.9606 3.8031 6.4412
H -0.0929 3.9695 4.2214
H -2.0531 1.9089 3.8108
H -4.3857 2.6884 3.9667
H -5.4168 3.8904 2.0716
H -4.1148 4.3024 0.0117
H -1.7877 3.5368 -0.1535
```

Orbital gap, Ha: 0.258
Energy relative to the best compared isomer or geometry (same formula, charge and spin), kcal per mole: 0.0
Highest occupied orbital energy, eV: -3.3
Charge: -2